w) Formula: C6H9NO2
Source: the OMol25 dataset
Level of theory: ωB97M-V/def2-TZVPD

Cartesian coordinates (Å):
C: 3.048 -0.553 -0.311
C: 0.912 -0.335 0.698
C: 0.473 0.545 -0.241
C: -0.874 1.021 -0.339
C: -1.839 1.129 0.882
C: -2.467 -1.077 -0.505
H: 3.940 -1.167 -0.170
H: 2.596 -0.789 -1.259
H: 3.287 0.543 -0.285
H: 0.224 -0.769 1.454
H: 1.111 0.992 -0.996
H: -1.047 1.750 -1.083
H: -2.535 1.923 0.990
H: -1.618 0.705 1.834
H: -2.240 -1.471 -1.455
N: -1.989 0.182 -0.234
O: 2.138 -0.899 0.707
O: -3.121 -1.730 0.312

The charge is 0. The SMILES is CO/C=C/[C@@H]1CN1C=O.

***

x) Formula: C6H9NO2
Source: the OMol25 dataset
Level of theory: ωB97M-V/def2-TZVPD

Cartesian coordinates (Å):
C: 1.130 2.427 -0.719
C: 0.636 1.409 -0.022
C: 3.006 -0.596 -0.186
C: -0.773 -1.096 -1.345
C: -0.850 -0.503 0.055
C: 0.337 0.249 0.535
N: 3.542 -0.322 0.842
O: 2.652 -1.078 -1.184
O: 0.810 -0.205 1.724
H: 0.817 3.410 -0.566
H: -0.423 -0.259 -1.891
H: -1.681 -1.479 -1.633
H: 0.079 -1.846 -1.420
H: -0.810 -1.413 0.656
H: -1.702 0.054 -0.046
H: 1.845 2.299 -1.461
H: 4.096 0.445 1.231
H: 1.264 0.456 2.257

The charge is 0. The SMILES is C=C=C(O)CC.N=C=O.

***

y) Formula: C6H9NO2
Source: the OMol25 dataset
Level of theory: ωB97M-V/def2-TZVPD

Cartesian coordinates (Å):
C: 0.424 -2.523 0.061
C: -0.717 -0.660 0.321
C: -0.014 -1.138 -1.714
C: -0.399 1.748 -0.336
C: 0.422 1.050 1.784
C: -0.720 0.788 0.809
N: -0.217 -1.710 0.788
O: 0.524 -2.254 -1.326
O: -0.164 -0.847 -2.913
H: 0.842 -3.493 0.334
H: 0.535 1.455 -0.932
H: -0.254 2.706 0.256
H: -1.193 1.674 -1.117
H: 0.281 0.541 2.689
H: 0.417 2.041 2.233
H: 1.330 0.696 1.280
H: -1.637 1.133 1.287
H: 0.539 -1.207 -3.503

The charge is 0.

***

Which of them is most stable? Easy: w).

***

w) Formula: C6H9NO2
Source: the OMol25 dataset
Level of theory: ωB97M-V/def2-TZVPD

Cartesian coordinates (Å):
C: -1.569 -0.789 -1.910
C: -1.192 -0.866 -0.428
C: -1.927 0.205 0.448
C: -2.828 -0.914 0.941
O: -3.869 -0.930 1.542
C: -1.956 -1.994 0.329
C: 0.288 -0.895 -0.287
N: 1.200 -1.644 0.066
H: -2.661 -0.714 -2.007
H: -1.130 0.095 -2.389
H: -1.239 -1.692 -2.441
H: -1.317 0.609 1.269
H: -2.418 1.029 -0.086
H: -2.464 -2.749 -0.285
H: -1.350 -2.495 1.097
O: 1.299 0.581 -0.072
H: 2.061 -0.640 0.297
H: 0.665 1.175 0.343

The charge is 0.

***

x) Formula: C6H9NO2
Source: the OMol25 dataset
Level of theory: ωB97M-V/def2-TZVPD

Cartesian coordinates (Å):
C: 0.511 0.108 1.694
N: 1.668 -0.508 1.407
C: -0.799 -0.970 -0.097
C: -1.854 -1.474 0.554
O: -0.184 0.063 2.652
H: 2.065 -1.131 2.093
H: 2.160 -0.309 0.555
H: -0.050 -1.626 -0.530
H: -2.538 -0.787 1.040
H: -1.966 -2.534 0.733
C: -0.766 0.554 -0.440
C: -0.004 0.712 -1.735
C: 0.925 1.637 -1.921
O: -1.817 1.203 -0.266
H: 0.206 1.062 0.711
H: -0.272 0.016 -2.521
H: 1.559 1.632 -2.793
H: 1.158 2.351 -1.136

The charge is 0.

***

y) Formula: C6H9NO2
Source: the OMol25 dataset
Level of theory: ωB97M-V/def2-TZVPD

Cartesian coordinates (Å):
O: -3.787 0.531 -0.133
C: -2.830 -0.510 -0.176
C: -1.444 0.108 -0.149
C: -0.346 -0.961 -0.206
C: 0.992 -0.396 -0.060
C: 2.117 0.048 0.022
C: 3.462 0.522 0.234
N: 4.408 0.303 -0.583
H: -4.670 0.153 -0.115
H: -2.954 -1.188 0.687
H: -2.953 -1.113 -1.093
H: -1.336 0.793 -1.002
H: -1.330 0.704 0.768
H: -0.499 -1.709 0.587
H: -0.392 -1.505 -1.163
O: 3.610 1.524 1.161
H: 5.185 0.957 -0.356
H: 2.767 1.739 1.577

The charge is 0. The SMILES is [H]/N=C(\O)C#CCCCO.

***

z) Formula: C6H9NO2
Source: the OMol25 dataset
Level of theory: ωB97M-V/def2-TZVPD

Cartesian coordinates (Å):
C: 0.176 0.657 -0.429
C: 0.523 1.694 1.205
C: -0.713 -0.264 0.171
N: 1.728 1.373 1.753
C: -1.104 -1.252 -1.337
C: -1.571 -0.401 1.162
C: -0.261 -2.092 -1.926
O: 1.416 0.202 -0.848
O: -0.178 2.573 1.676
H: 1.727 0.798 -1.547
H: -0.285 1.385 -1.095
H: 2.236 0.576 1.403
H: 2.096 1.918 2.524
H: -2.166 -1.262 -1.580
H: -2.316 -1.190 1.149
H: -1.511 0.241 2.036
H: 0.803 -2.088 -1.703
H: -0.601 -2.867 -2.613

The charge is 0.

***

Which of them is most stable? Easy: y).

***

w) Formula: C2H3NO2
Source: the OMol25 dataset
Level of theory: ωB97M-V/def2-TZVPD

Cartesian coordinates (Å):
C: -1.479 -0.544 0.075
C: -0.378 0.493 0.393
N: 1.953 -0.020 0.156
O: -1.502 0.710 -0.421
O: 0.767 0.349 -0.395
H: -1.329 -1.396 -0.608
H: -0.302 1.191 1.289
H: 2.271 -0.783 -0.489

The charge is 0.

***

x) Formula: C2H3NO2
Source: the OMol25 dataset
Level of theory: ωB97M-V/def2-TZVPD

Cartesian coordinates (Å):
C: -0.537 -0.459 0.119
C: -0.914 0.923 -0.385
H: 2.472 -0.970 0.479
H: -1.272 -1.224 0.292
H: -2.020 1.239 -0.301
N: 0.605 -0.936 0.398
O: 1.786 -0.294 0.157
O: -0.121 1.721 -0.759

The charge is 0. The SMILES is O=C/C=N\O.

***

y) Formula: C2H3NO2
Source: the OMol25 dataset
Level of theory: ωB97M-V/def2-TZVPD

Cartesian coordinates (Å):
C: 1.638 -0.228 0.037
C: -1.619 0.296 0.058
H: 1.263 -1.365 0.163
H: 2.861 -0.041 -0.119
H: -1.542 1.340 0.104
N: 0.605 0.612 -0.088
O: -0.471 -0.378 -0.108
O: -2.736 -0.235 -0.047

The charge is 0. The SMILES is C=NOC=O.

***

Which of them is most stable? Easy: x).

***

w) Formula: C4H12O3
Source: the OMol25 dataset
Level of theory: ωB97M-V/def2-TZVPD

Cartesian coordinates (Å):
C: 0.464 -2.401 -0.848
C: -0.529 -1.905 0.163
C: -0.601 -0.665 0.612
O: 0.183 0.353 0.107
C: -1.335 -0.253 1.873
H: 0.302 -1.964 -1.833
H: 0.544 -3.481 -0.909
H: 1.468 -2.097 -0.540
H: -1.116 -2.638 0.696
H: -0.060 1.143 0.601
H: -2.393 -0.012 1.680
H: -0.965 0.704 2.231
H: -1.437 -1.068 2.580
H: 2.465 2.372 -0.207
H: 2.429 1.241 0.706
O: 2.054 2.129 0.635
H: -0.706 0.984 -2.682
H: -0.087 1.680 -1.484
O: -0.732 1.807 -2.188

The charge is 0. The SMILES is C/C=C(/C)O.O.O.

***

x) Formula: C4H12O3
Source: the OMol25 dataset
Level of theory: ωB97M-V/def2-TZVPD

Cartesian coordinates (Å):
C: -0.651 -0.708 0.924
O: -1.516 -1.855 0.888
C: -0.864 -0.100 -0.517
C: -0.481 1.371 -0.584
C: 0.969 1.662 -0.696
O: 1.762 1.442 0.466
H: -1.067 -0.012 1.700
H: 0.305 -0.904 1.385
H: -2.365 -1.585 1.277
H: -1.865 -0.214 -0.911
H: -0.249 -0.823 -1.000
H: -0.975 1.905 0.248
H: -0.993 1.949 -1.394
H: 1.010 2.743 -0.898
H: 1.528 1.213 -1.500
H: 1.308 1.610 1.304
H: 0.922 -3.194 -0.317
H: 1.513 -1.864 0.098
O: 1.708 -2.638 -0.473

The charge is 0. The SMILES is OCCCCO.O.

***

Which of them is most stable? Easy: w).

***

w) Formula: C4H12O3
Source: the OMol25 dataset
Level of theory: ωB97M-V/def2-TZVPD

Cartesian coordinates (Å):
C: 0.069 -0.813 2.540
C: 0.987 0.192 1.883
C: 0.854 0.664 0.650
O: -0.211 0.249 -0.101
C: 1.847 1.567 -0.010
H: -0.279 -1.520 1.778
H: 0.602 -1.391 3.277
H: -0.792 -0.337 3.012
H: 1.886 0.439 2.412
H: -0.606 1.012 -0.552
H: 1.351 2.345 -0.604
H: 2.425 2.106 0.753
H: 2.573 1.025 -0.607
H: -0.809 -3.559 -0.949
H: -2.203 -4.009 -1.385
O: -1.351 -3.719 -1.733
H: -2.136 2.376 -2.283
H: -0.721 2.122 -2.872
O: -1.224 2.124 -2.053

The charge is 0. The SMILES is C/C=C(/C)O.O.O.

***

x) Formula: C4H12O3
Source: the OMol25 dataset
Level of theory: ωB97M-V/def2-TZVPD

Cartesian coordinates (Å):
C: 0.208 1.282 1.086
C: 1.150 0.141 0.563
C: 1.186 0.160 -0.958
O: 1.555 -1.113 -1.523
C: -1.242 0.800 1.157
O: -1.742 0.525 -0.152
H: 0.348 2.073 0.342
H: 0.502 1.726 2.040
H: 0.679 -0.783 0.929
H: 2.115 0.178 1.060
H: 1.934 0.913 -1.240
H: 0.294 0.535 -1.480
H: 0.701 -1.485 -1.807
H: -1.879 1.558 1.638
H: -1.299 -0.113 1.758
H: -2.604 0.907 -0.222
H: -0.760 -1.697 -0.807
H: -0.205 -3.096 -1.104
O: -0.942 -2.510 -1.281

The charge is 0. The SMILES is OCCCCO.O.

***

y) Formula: C4H12O3
Source: the OMol25 dataset
Level of theory: ωB97M-V/def2-TZVPD

Cartesian coordinates (Å):
C: -0.123 -1.109 -0.080
C: -1.561 -1.273 -0.539
C: 0.024 -1.205 1.426
O: 0.709 -2.079 -0.687
H: 0.588 -2.014 -1.648
H: 0.267 -0.089 -0.390
H: -2.205 -0.515 -0.087
H: -0.257 -2.202 1.782
H: -1.936 -2.268 -0.275
H: -1.637 -1.195 -1.628
H: -0.593 -0.450 1.921
H: 1.066 -1.034 1.711
C: 1.454 1.784 -0.493
O: -0.020 2.236 -0.705
O: -0.532 2.571 0.607
H: -0.710 3.512 0.440
H: 2.000 2.686 -0.778
H: 1.586 1.620 0.577
H: 1.879 1.023 -1.153

The charge is 0. The SMILES is CC(C)O.COO.

***

z) Formula: C4H12O3
Source: the OMol25 dataset
Level of theory: ωB97M-V/def2-TZVPD

Cartesian coordinates (Å):
C: -0.236 1.448 1.127
C: -0.189 0.160 0.802
C: 0.254 -0.912 1.692
C: 0.089 -2.202 1.399
H: 0.003 1.773 2.135
H: -0.615 2.218 0.470
H: -0.645 -0.155 -0.132
H: 0.967 -0.635 2.465
H: 0.331 -2.936 2.157
H: -0.272 -2.537 0.434
H: 0.759 1.486 -2.182
H: -0.660 1.631 -2.614
O: 0.005 0.951 -2.459
H: 2.945 0.727 -1.870
H: 2.433 1.012 -0.438
O: 2.893 1.414 -1.189
H: -2.303 -1.523 -0.013
H: -2.904 -0.491 -0.989
O: -2.853 -1.431 -0.795

The charge is 0. The SMILES is C=CC=C.O.O.O.

***

Which of them is most stable? Easy: w).

***

w) Formula: C4H12O3
Source: the OMol25 dataset
Level of theory: ωB97M-V/def2-TZVPD

Cartesian coordinates (Å):
C: 1.871 -1.004 0.749
C: -1.438 1.206 0.272
O: -1.601 2.543 0.729
C: 0.011 0.807 0.645
C: 0.361 -0.421 0.926
H: 2.473 -0.765 1.750
H: 1.818 -1.870 -0.002
H: 2.321 -0.179 0.071
H: -2.206 0.405 0.606
H: -1.435 1.243 -0.875
H: -1.655 2.518 1.669
H: 0.655 1.570 0.197
H: -0.493 -1.230 1.253
H: 0.051 -7.114 0.230
H: -1.119 -6.425 -0.277
O: -0.375 -6.843 -0.595
H: 0.871 5.102 -1.641
H: 0.368 4.100 -2.671
O: 1.166 4.190 -2.117

The charge is 0. The SMILES is C/C=C/CO.O.O.

***

x) Formula: C4H12O3
Source: the OMol25 dataset
Level of theory: ωB97M-V/def2-TZVPD

Cartesian coordinates (Å):
O: -1.652 0.445 1.128
O: 0.567 0.081 0.306
C: -1.516 1.861 1.191
C: -0.391 -0.274 1.245
C: 0.648 0.658 -2.161
C: 0.166 -0.333 -1.037
H: -0.909 2.193 2.049
H: -2.539 2.256 1.310
H: -1.082 2.283 0.269
H: 0.004 -0.169 2.274
H: -0.591 -1.349 1.070
H: 0.278 1.691 -2.057
H: 0.320 0.262 -3.136
H: 1.751 0.676 -2.141
H: -0.936 -0.396 -1.121
H: 0.574 -1.351 -1.188
O: 1.393 -2.978 0.627
H: 2.076 -2.884 -0.075
H: 1.838 -2.671 1.449

The charge is 0. The SMILES is CCOCOC.O.

***

Which of them is most stable? Easy: x).